Entry 1:
{"formula": "C28H12Cl2F3O9Os", "method": "ωB97M-V/def2-TZVPD", "e_above_lowest_kcal_mol": 0.0, "e_lumo_ev": 1.8, "e_tot_ha": -3062.07199, "homo_ev": -4.50, "gap_ev": 6.3, "total_charge": -1, "elements": ["Os", "Cl", "C", "C", "C", "C", "O", "C", "C", "O", "C", "H", "H", "H", "H", "O", "C", "C", "O", "C", "C", "O", "C", "O", "O", "Cl", "C", "C", "C", "C", "C", "C", "C", "O", "O", "H", "H", "H", "H", "F", "C", "F", "F", "C", "C", "C", "C", "C", "C", "C", "C", "H", "H", "H", "H"], "xyz": [[-0.80, 0.06, -1.96], [0.44, -2.08, -8.77], [0.08, -1.88, -7.07], [-0.23, -3.02, -6.30], [-0.52, -2.89, -4.98], [-0.51, -1.63, -4.31], [-0.79, -1.62, -3.06], [-0.18, -0.48, -5.11], [-0.11, 0.87, -4.64], [-0.31, 1.31, -3.50], [0.11, -0.66, -6.49], [-0.25, -4.00, -6.77], [-0.77, -3.75, -4.37], [0.15, 1.62, -5.40], [0.35, 0.22, -7.08], [-5.07, 4.57, -1.06], [-4.25, 3.72, -1.19], [-4.37, 2.48, -2.11], [-5.30, 2.20, -2.81], [-3.07, 1.73, -1.95], [-2.31, 2.44, -1.04], [-1.00, 1.97, -0.78], [-2.87, 3.65, -0.52], [-2.41, 4.47, 0.25], [-2.76, 0.66, -2.53], [3.39, -4.28, 4.00], [2.52, -3.45, 2.74], [3.24, -2.76, 1.77], [2.54, -2.09, 0.77], [1.15, -2.11, 0.75], [0.46, -2.81, 1.73], [1.14, -3.48, 2.73], [0.41, -1.33, -0.27], [-0.85, -1.27, -0.26], [1.04, -0.65, -1.14], [4.32, -2.75, 1.80], [3.07, -1.53, 0.01], [-0.63, -2.80, 1.71], [0.61, -4.02, 3.51], [3.09, 1.40, 6.99], [1.74, 1.38, 6.94], [1.36, 0.20, 7.50], [1.30, 2.35, 7.76], [1.22, 1.52, 5.54], [0.35, 2.54, 5.20], [-0.11, 2.65, 3.90], [0.30, 1.74, 2.93], [1.18, 0.71, 3.29], [1.64, 0.61, 4.59], [-0.19, 1.83, 1.59], [-0.61, 1.93, 0.47], [0.03, 3.26, 5.95], [-0.79, 3.45, 3.62], [1.50, 0.00, 2.54], [2.32, -0.19, 4.86]], "mulliken_charge": [1.0427, -0.2618, 0.1552, -0.5161, -0.5681, 0.4603, -0.6385, 0.9358, -0.0140, -0.6886, -1.0587, 0.3820, 0.4401, 0.2468, 0.3594, -0.5458, 0.4689, 0.0601, -0.5539, 0.9878, 0.4886, -0.6318, 0.1331, -0.6588, -0.8052, -0.2432, 0.4934, -0.7432, -0.0413, -0.2883, -0.0111, -0.7890, 1.0098, -0.8011, -0.7780, 0.4126, 0.4544, 0.4784, 0.4178, -0.2613, 0.8549, -0.2569, -0.2907, 0.4644, -0.5608, -0.7374, 0.3483, -0.3398, -0.8927, 0.0053, 0.0646, 0.4474, 0.5288, 0.3931, 0.4424]}


Entry 2:
{"formula": "C3H9N4", "method": "ωB97M-V/def2-TZVPD", "e_above_lowest_kcal_mol": 122.5, "e_lumo_ev": -4.5, "e_tot_ha": -338.32555, "homo_ev": -12.36, "gap_ev": 7.9, "total_charge": 1, "elements": ["C", "C", "C", "N", "N", "N", "N", "H", "H", "H", "H", "H", "H", "H", "H", "H"], "xyz": [[-1.64, -1.25, 0.27], [0.34, -2.66, -0.34], [-0.67, 2.18, 0.74], [-0.72, -2.18, 0.04], [-1.44, 0.07, 0.37], [1.79, -1.27, -0.99], [-0.43, 0.79, 0.36], [-2.63, -1.69, 0.62], [0.77, -3.67, -0.20], [-1.66, 2.47, 0.65], [-0.40, 2.44, 1.72], [-0.11, 2.90, -0.05], [-2.38, 0.55, 0.70], [1.57, -1.15, -1.95], [2.77, -1.62, -1.07], [1.74, -0.44, -0.49]], "mulliken_charge": [-0.1549, 0.1345, -0.8446, -0.1398, 0.1415, -0.6443, -0.3255, 0.2620, 0.3801, 0.3731, 0.3245, 0.2599, 0.3370, 0.3152, 0.3219, 0.2596]}


Entry 3:
{"formula": "C16H23BrN4O", "method": "ωB97M-V/def2-TZVPD", "e_above_lowest_kcal_mol": 392.2, "e_lumo_ev": 0.5, "e_tot_ha": -3491.10326, "homo_ev": -7.81, "gap_ev": 8.3, "elements": ["C", "H", "C", "C", "C", "C", "O", "C", "C", "C", "C", "C", "C", "C", "N", "N", "C", "N", "C", "H", "H", "C", "N", "H", "H", "H", "H", "C", "H", "H", "H", "H", "Br", "H", "H", "H", "H", "H", "H", "H", "H", "H", "H", "H", "H"], "xyz": [[-1.86, -3.80, 0.32], [-2.34, -4.69, 0.49], [-0.86, -3.31, 1.38], [-0.26, -2.09, 1.20], [0.76, -2.20, -0.04], [0.13, -1.61, -1.18], [-0.22, -0.27, -1.00], [-1.43, 0.26, -1.06], [-2.54, -0.32, -1.69], [-3.75, 0.04, -1.40], [-4.06, 1.34, -0.50], [-3.06, 1.84, 0.05], [-1.62, 1.13, -0.16], [-0.53, 2.02, 0.74], [0.59, 1.85, 0.03], [1.64, 2.33, 0.80], [2.93, 1.96, 0.08], [4.01, 2.38, 0.58], [5.13, 2.10, -0.54], [5.49, 2.92, -0.79], [5.73, 1.38, -0.08], [4.11, 1.30, -1.41], [2.86, 1.65, -1.15], [2.00, 1.03, -1.31], [4.42, 0.30, -1.75], [4.54, 1.57, -2.58], [1.78, 2.65, 1.58], [-0.81, 2.75, 2.00], [-1.79, 2.09, 2.61], [-1.01, 3.61, 1.97], [0.02, 2.59, 2.65], [-3.19, 2.55, 0.68], [-5.75, 1.80, -0.20], [-4.63, -0.50, -1.93], [-2.35, -1.21, -2.30], [-0.63, -1.92, -1.50], [0.99, -1.61, -2.17], [1.16, -2.99, 0.23], [1.52, -1.30, 0.41], [-1.17, -1.15, 1.15], [0.27, -1.90, 2.33], [-0.41, -4.11, 1.80], [-1.72, -3.39, 2.34], [-2.66, -3.14, 0.03], [-1.43, -3.97, -0.72]], "mulliken_charge": [-1.1925, 0.4953, -0.8508, 0.0427, -0.8423, -1.0377, -0.1449, 0.7356, -0.9303, -0.4678, -0.3819, -1.0801, 1.1044, 0.5905, -0.0119, -0.1863, 0.3305, -0.7699, -0.5283, 0.4508, 0.2759, -0.6515, -0.0223, 0.2979, 0.3469, 0.2450, -0.0060, -1.8915, 0.2680, 0.5366, 0.5360, 0.8051, -0.1748, 0.2446, 0.4787, 0.7604, 0.0403, 0.9955, -0.0266, 0.0117, 0.2652, 0.5462, 0.2634, 0.2939, 0.2363]}


Entry 4:
{"formula": "CH3NO2", "method": "ωB97M-V/def2-TZVPD", "e_above_lowest_kcal_mol": 251.0, "e_lumo_ev": [-1.2, -1.6], "e_tot_ha": -244.77920, "homo_ev": [-10.74, -9.32], "gap_ev": [9.5, 7.7], "elements": ["C", "N", "O", "O", "H", "H", "H"], "xyz": [[1.37, 0.10, 0.07], [-0.98, -0.86, -0.62], [-2.64, 0.51, 0.10], [-1.43, 0.05, 0.03], [1.50, -0.14, -0.89], [0.85, 0.92, 0.41], [1.34, -0.58, 0.90]], "mulliken_charge": [-0.9361, 0.0683, -0.4168, 0.2699, 0.3622, 0.3298, 0.3228]}


Entry 5:
{"formula": "C4H5CdO4", "method": "ωB97M-V/def2-TZVPD", "e_lumo_ev": [-12.5, -12.4], "multiplicity": 2, "e_tot_ha": -623.23034, "homo_ev": [-15.14, -17.20], "gap_ev": [2.7, 4.8], "total_charge": 2, "elements": ["C", "O", "H", "H", "C", "C", "H", "H", "H", "O", "C", "O", "O", "Cd"], "xyz": [[1.07, -1.18, 0.63], [1.52, -2.32, 1.11], [1.57, -0.71, -0.23], [2.39, -2.55, 0.75], [-0.15, -0.64, 1.11], [0.13, 0.76, 0.95], [-0.45, -0.94, 2.12], [-1.18, -0.74, -0.18], [0.88, 1.33, 1.48], [-0.62, 1.54, 0.12], [-1.21, 1.15, -1.03], [-1.63, -0.03, -1.16], [-1.18, 2.03, -1.92], [-1.13, 2.30, -3.74]], "mulliken_charge": [0.1805, -0.3411, 0.3451, 0.4016, -0.6104, -0.2728, 0.2765, 0.5453, 0.4781, -0.2515, 0.8451, -0.4868, -0.6175, 1.5079]}


Entry 6:
{"formula": "C5H8", "method": "ωB97M-V/def2-TZVPD", "e_above_lowest_kcal_mol": 70.9, "e_lumo_ev": 0.7, "e_tot_ha": -195.17910, "smiles": "CC=C=CC", "homo_ev": -8.62, "gap_ev": 9.3, "elements": ["C", "C", "C", "C", "C", "H", "H", "H", "H", "H", "H", "H", "H"], "xyz": [[0.55, 1.56, -1.23], [1.29, 0.51, -0.45], [0.67, -0.63, -0.24], [-0.30, -0.72, 0.63], [-1.57, -1.43, 0.82], [1.22, 2.00, -1.96], [0.17, 2.36, -0.56], [-0.31, 1.13, -1.74], [-0.27, 0.18, 1.25], [2.18, 0.77, 0.13], [-1.76, -1.50, 1.89], [-2.32, -0.74, 0.39], [-1.66, -2.39, 0.32]], "mulliken_charge": [-0.9378, -0.0594, -0.3038, -0.0188, -1.0551, 0.3377, 0.2798, 0.2991, 0.2351, 0.3604, 0.2992, 0.2315, 0.3321]}


Entry 7:
{"formula": "C3H3NO2", "method": "ωB97M-V/def2-TZVPD", "e_above_lowest_kcal_mol": 32.5, "e_lumo_ev": 0.6, "e_tot_ha": -321.32588, "smiles": "N#CCOC=O", "homo_ev": -11.52, "gap_ev": 12.1, "elements": ["O", "C", "O", "C", "C", "N", "H", "H", "H"], "xyz": [[1.76, -0.88, 0.62], [1.65, 0.13, -0.02], [0.48, 0.58, -0.50], [-0.59, -0.28, -0.10], [-1.87, 0.42, -0.17], [-2.85, 0.93, 0.17], [2.47, 0.80, -0.29], [-0.56, -1.21, -0.66], [-0.50, -0.50, 0.96]], "mulliken_charge": [-0.4766, 0.1734, -0.2577, -0.1646, 0.1773, -0.3863, 0.3645, 0.3000, 0.2701]}


Entry 8:
{"formula": "C3H3N2OS", "method": "ωB97M-V/def2-TZVPD", "e_above_lowest_kcal_mol": 97.3, "e_lumo_ev": [-6.8, -8.2], "multiplicity": 3, "e_tot_ha": -698.45322, "homo_ev": [-14.09, -16.74], "gap_ev": [7.3, 8.6], "total_charge": 1, "elements": ["C", "C", "C", "N", "N", "O", "S", "H", "H", "H"], "xyz": [[-2.63, 0.99, 0.07], [-0.57, -0.56, 0.02], [1.99, -0.17, 0.00], [-2.01, 1.65, -0.65], [-2.75, -0.17, 0.68], [-1.69, -0.88, 0.47], [0.63, -0.79, -1.02], [2.73, -1.06, 0.31], [1.66, 0.60, 0.78], [2.65, 0.39, -0.67]], "mulliken_charge": [0.5415, 0.4021, -0.7359, -0.2308, -0.1561, 0.0026, 0.1712, 0.3351, 0.3383, 0.3320]}